The following is a quantum chemistry calculation of 14 unconnected molecules or ions with the total composition C42H98N14O14 in a non-equilibrium geometry, from the OMol25 dataset.

Results
⟨S²⟩ = 0.770
E_LUMO (spin up / spin down) = -2.3 / -8.2 eV
frontier orbital gap (spin up / spin down) = 8.38 / 2.58 eV

The geometry in ORCA input format:
```
! wB97M-V def2-TZVPD RIJCOSX def2/J DEFGRID3
* xyz 1 2
C -0.85673 -1.44479 4.66070
C -1.18091 -2.89076 4.73908
O -0.32382 -3.79281 4.65733
N -2.42880 -3.17733 5.13871
C -2.95400 -4.54183 5.14657
H -1.24440 -1.00553 3.74153
H 0.21717 -1.29975 4.77819
H -1.30994 -0.90443 5.49181
H -3.06417 -2.39565 5.21200
H -2.16411 -5.25503 5.38221
H -3.23215 -4.69844 4.10436
H -3.83506 -4.67300 5.77477
C 3.81077 0.13946 4.99817
C 3.77558 0.86003 3.67028
O 4.09972 2.05422 3.56122
N 3.35113 0.15354 2.58349
C 3.14879 -1.27944 2.57475
H 3.95198 0.85488 5.80830
H 4.63638 -0.57204 5.01326
H 2.90891 -0.45299 5.15232
H 3.57663 0.54682 1.68095
H 2.36830 -1.64140 3.24402
H 4.09228 -1.81549 2.67754
H 2.84029 -1.41165 1.53772
C -0.28694 -3.18097 -2.35094
C 0.06016 -3.07129 -3.83009
O 0.05691 -1.99697 -4.38318
N 0.38961 -4.23395 -4.47526
C 0.63823 -4.37519 -5.88210
H -0.67612 -2.25626 -1.92486
H 0.60771 -3.43597 -1.78290
H -0.98893 -3.96949 -2.07972
H 0.59980 -5.04665 -3.91362
H 0.03683 -5.18662 -6.29200
H 1.68235 -4.66918 -5.98931
H 0.54055 -3.47558 -6.48977
C 6.60463 2.54928 -2.55120
C 5.26056 2.36613 -1.83978
O 4.28453 1.89582 -2.42887
N 5.20147 2.79131 -0.57628
C 4.01391 2.91507 0.13362
H 6.62055 1.82506 -3.36566
H 7.51769 2.37405 -1.98226
H 6.74367 3.55356 -2.95144
H 6.03347 2.80848 -0.00394
H 3.10457 3.20437 -0.39317
H 4.15374 3.56182 0.99979
H 3.80859 1.92668 0.54473
C -6.04172 1.56251 -1.45860
C -4.74518 1.44423 -2.23319
O -3.74093 1.22878 -1.60365
N -4.87376 1.71366 -3.53824
C -3.77132 1.77761 -4.48576
H -6.82429 1.87339 -2.15072
H -5.96459 2.24004 -0.60825
H -6.18500 0.53159 -1.13493
H -5.66339 2.31134 -3.73661
H -3.62348 0.81709 -4.97937
H -2.81213 2.17983 -4.15978
H -4.11501 2.49611 -5.22990
C -1.40830 -0.70954 -0.04850
C -0.06149 -0.05070 -0.47227
O 1.02320 -0.37968 0.03081
N -0.18657 0.87679 -1.37365
C 0.88625 1.64184 -2.01384
H -1.81604 -0.34395 0.89395
H -1.20039 -1.77364 0.06352
H -2.23700 -0.45192 -0.70803
H -1.12902 1.17328 -1.58338
H 0.87939 2.65340 -1.60787
H 0.92852 1.64561 -3.10300
H 1.86657 1.25577 -1.73453
C 3.69390 -5.66268 -1.33443
C 4.02522 -4.26360 -1.85047
O 4.05553 -4.09444 -3.03525
N 4.14847 -3.31236 -0.91416
C 4.08665 -1.88727 -1.18239
H 2.67528 -5.91791 -1.62664
H 3.77532 -5.95867 -0.28855
H 4.25938 -6.42480 -1.87063
H 4.28571 -3.66704 0.02151
H 4.79201 -1.54034 -1.93752
H 4.07711 -1.17280 -0.35925
H 3.07274 -1.79329 -1.57130
C 1.20046 -4.10085 1.11101
C 2.22820 -4.78549 1.99386
O 3.39783 -4.68911 1.72342
N 1.70983 -5.44719 3.00876
C 2.45108 -5.85809 4.11883
H 1.46418 -3.17749 0.59530
H 0.32066 -3.78341 1.67073
H 1.04386 -4.70505 0.21742
H 0.71255 -5.32618 3.11305
H 3.53264 -5.72304 4.10922
H 2.30215 -6.90531 4.38198
H 2.15655 -5.24386 4.96974
C 2.15975 5.26059 -3.07679
C 2.66521 4.96039 -4.46880
O 2.78116 5.83475 -5.35482
N 3.14531 3.71679 -4.61084
C 3.83452 3.26201 -5.81614
H 1.11494 4.99047 -2.92350
H 2.21956 6.32353 -2.84289
H 2.72643 4.69914 -2.33400
H 3.36879 3.11164 -3.83369
H 4.30308 4.10719 -6.32034
H 3.00489 2.89644 -6.42128
H 4.48264 2.43151 -5.53632
C 2.04682 5.22372 0.88857
C 1.47669 6.28396 1.74915
O 0.91834 6.07830 2.80665
N 1.63533 7.46273 1.21890
C 1.19070 8.61708 1.89521
H 1.37788 4.66598 0.23316
H 2.24773 4.44374 1.62299
H 2.89537 5.63854 0.34452
H 2.38894 7.64233 0.57088
H 2.15220 9.08464 2.10728
H 0.54111 8.51203 2.76418
H 0.62146 9.17165 1.14921
C -3.67923 -4.20684 0.61119
C -4.95487 -3.56238 0.14716
O -5.50057 -3.99354 -0.88615
N -5.53427 -2.67868 0.97514
C -6.83455 -2.03532 0.98332
H -3.75437 -5.27930 0.43148
H -3.41951 -4.12201 1.66639
H -2.85855 -3.70921 0.09453
H -4.89428 -2.36730 1.69178
H -7.61307 -2.50657 0.38338
H -6.76438 -0.99767 0.65707
H -7.11119 -1.98633 2.03650
C -4.54985 0.63870 3.14932
C -4.93640 -0.55504 4.03163
O -4.52848 -1.69579 3.74399
N -5.81894 -0.43501 5.02086
C -6.26605 -1.50788 5.90679
H -3.53718 0.49803 2.77141
H -4.58815 1.52842 3.77783
H -5.13552 0.70162 2.23220
H -6.36980 0.39662 5.17912
H -7.31829 -1.27042 6.06336
H -5.79005 -1.49055 6.88721
H -6.18623 -2.51157 5.48926
C -0.90512 4.60127 5.36911
C -0.90774 3.37238 4.47671
O -1.56159 2.40835 4.85754
N -0.06319 3.37472 3.40761
C 0.19254 2.14716 2.66278
H -0.16788 4.46284 6.15994
H -1.90609 4.60824 5.80052
H -0.59302 5.44979 4.76025
H 0.17701 4.29723 3.07388
H 0.54912 2.42906 1.67208
H -0.72899 1.56517 2.64993
H 1.02497 1.54946 3.03416
C -2.50990 -0.84584 -7.99842
C -1.90493 0.27079 -7.19200
O -2.24890 1.39571 -7.45593
N -0.98327 -0.13417 -6.25607
C -0.26044 0.78206 -5.37820
H -2.44311 -0.64314 -9.06732
H -3.56098 -0.88877 -7.71298
H -2.21637 -1.89333 -7.92988
H -0.99928 -1.11603 -6.01991
H 0.77142 0.51623 -5.14862
H -0.69562 0.75247 -4.37928
H -0.25671 1.76394 -5.85150
*
```



The following is a quantum chemistry calculation of 2 unconnected molecules or ions with the total composition C4H10N2O in a non-equilibrium geometry, from the OMol25 dataset.

Results
E_LUMO = 0.7 eV
frontier orbital gap = 8.81 eV

The geometry in ORCA input format:
```
! wB97M-V def2-TZVPD RIJCOSX def2/J DEFGRID3
* xyz 0 1
N 2.05936 1.11572 -0.34605
C 1.24034 0.53533 0.68455
C 0.83459 -1.07209 0.34020
O 1.56691 -1.62008 -0.47701
H 1.51606 1.28053 -1.18737
H 2.77898 0.43945 -0.59983
H 0.37340 1.16482 0.90022
H 1.81949 0.44758 1.60713
H 0.62427 -1.52043 1.32922
C -1.21019 -1.26390 -0.33856
C -1.35388 0.06942 -0.65049
N -1.95314 0.99086 0.15455
H -1.75978 -1.64443 0.51472
H -1.10236 -1.97287 -1.14596
H -0.81801 0.48101 -1.49533
H -2.53076 0.64220 0.90492
H -2.08526 1.92688 -0.19491
*
```



The following is a quantum chemistry calculation of a single C5H7N molecule, from the OMol25 dataset.

Results
E_LUMO = 1.1 eV
frontier orbital gap = 9.13 eV

The geometry in ORCA input format:
```
! wB97M-V def2-TZVPD RIJCOSX def2/J DEFGRID3
* xyz 0 1
C -1.36193 0.95895 -1.02901
C -0.19439 0.19511 -0.42406
C 0.03564 -1.21738 -0.32541
C 0.93306 -1.42573 0.69769
N 1.27266 -0.20619 1.21276
C 0.62502 0.77401 0.51708
H -1.97039 1.19973 -0.15823
H -1.11406 1.88759 -1.56623
H -2.00198 0.40819 -1.71246
H -0.39377 -2.01290 -0.92471
H 1.35815 -2.33402 1.10244
H 1.91422 -0.04083 1.96879
H 0.89778 1.81349 0.64134
*
```



The following is a quantum chemistry calculation of a single C19H21N3O3S molecule in a non-equilibrium geometry, from the OMol25 dataset.

Results
E_LUMO = -0.8 eV
frontier orbital gap = 7.71 eV

The geometry in ORCA input format:
```
! wB97M-V def2-TZVPD RIJCOSX def2/J DEFGRID3
* xyz 0 1
C 3.21294 5.39967 -0.06243
C 2.94969 4.57398 -1.31790
O 3.32882 3.21817 -1.16718
C 2.55783 2.36142 -0.45769
C 1.29679 2.67203 0.09260
C 0.57928 1.73048 0.78084
C 1.08119 0.43012 0.95432
N 0.33989 -0.47580 1.62962
C 0.78005 -1.69561 1.77650
S -0.18082 -2.88185 2.63133
C -1.64197 -1.92836 3.16769
C -2.64584 -1.80338 2.02445
O -3.56872 -2.57503 1.88179
N -2.39377 -0.74627 1.22842
C -3.04186 -0.56685 -0.04550
C -2.07158 -0.86817 -1.20816
C -1.69961 -2.35119 -1.27798
C -2.85414 -2.92779 -2.09840
C -3.29618 -1.73875 -2.96619
O -2.66662 -0.57092 -2.45266
C 2.04362 -2.12353 1.25819
C 2.48131 -3.45236 1.44781
N 2.85711 -4.52565 1.59053
C 2.81414 -1.21543 0.57432
C 2.34826 0.10590 0.39651
C 3.06586 1.08496 -0.29905
H 2.95998 6.43933 -0.25016
H 4.26429 5.33547 0.20619
H 2.62257 5.03902 0.77663
H 3.57761 4.93541 -2.13666
H 1.90136 4.65242 -1.62978
H 0.87594 3.65756 -0.02749
H -0.38431 1.97604 1.20078
H -1.29629 -0.96135 3.52691
H -2.07380 -2.51806 3.97480
H -1.49879 -0.27727 1.36420
H -3.89930 -1.24138 -0.08020
H -3.39430 0.46453 -0.14239
H -1.19370 -0.21673 -1.10918
H -0.75163 -2.47037 -1.80437
H -1.61828 -2.80886 -0.29496
H -3.66044 -3.24633 -1.43889
H -2.54727 -3.77829 -2.70244
H -2.97577 -1.84618 -4.00739
H -4.38372 -1.60504 -2.95027
H 3.77245 -1.50776 0.16918
H 4.02774 0.84808 -0.72631
*
```



Going through the records in order, we get energy values of -3478.90184, -343.06843, -249.45925, -1524.80666 hartree.
Going through the records in order, we get energy relative to the best compared isomer or geometry (same formula, charge and spin) values of 34.11, 83.48, 8.77, 54.64 kcal per mole.